Density functional theory data (the ωB97M-V functional and the def2-TZVPD basis) for a single C5H7N3OS molecule.

Last columns: bonded neighbours and bond lengths (Å).
Atoms and positions in Å:
1 C 3.659 0.182 -0.067  C2 1.503, H11 1.147, H12 1.083, H13 1.259
2 C 2.275 -0.389 0.066  C1 1.503, O3 1.273, N4 1.406
3 O 2.063 -1.630 -0.115  C2 1.273
4 N 1.247 0.540 0.310  C2 1.406, C5 1.417, H14 0.966
5 C -0.138 0.326 0.105  N4 1.417, N6 1.307, S10 1.707
6 N -0.829 1.418 -0.090  C5 1.307, N7 1.383
7 N -2.156 1.038 -0.014  N6 1.383, C8 1.277
8 C -2.379 -0.219 -0.026  N7 1.277, C9 1.517, S10 1.835
9 C -3.825 -0.677 -0.064  C8 1.517, H15 1.072, H16 1.128, H17 1.233
10 S -0.853 -1.224 0.143  C5 1.707, C8 1.835
11 H 4.389 -0.670 -0.307  C1 1.147
12 H 3.978 0.780 0.777  C1 1.083
13 H 3.682 1.061 -0.968  C1 1.259
14 H 1.390 1.495 0.330  N4 0.966
15 H -4.015 -1.464 -0.767  C9 1.072
16 H -4.305 0.281 -0.416  C9 1.128
17 H -4.183 -0.850 1.104  C9 1.233

ΔE to the lowest compared entry with this formula, charge and spin ... 1.486 eV
LUMO level ... 0.6 eV
Largest force on an atom ... 4.2 eV/Å